Record 1
A 2-piece molecular cluster, C2H3NO4 overall in a non-equilibrium geometry, computed with ωB97M-V with the def2-TZVPD basis set.

Output
- LUMO energy (spin up / spin down) (eV) = -2.4 / -3.5
- HOMO energy (spin up / spin down) (eV) = -11.2420 / -10.4362

Each line ends with the natural charge from an NBO analysis.
Element x y z (Å)
C: 1.027851 -1.313464 -1.011412  0.616
C: -0.192793 1.280760 0.409570  -0.008
N: -1.225956 0.465389 0.889430  0.423
O: 0.047363 -1.707954 -1.561797  -0.533
O: -1.076618 -0.041425 1.986191  -0.361
O: -2.219245 0.355188 0.195708  -0.343
O: 1.405306 -0.375266 -0.309715  -0.417
H: 1.973206 -1.971102 -1.141399  0.186
H: 0.567417 1.585237 1.108901  0.220
H: -0.306530 1.722637 -0.565477  0.218

Cartesian forces (eV/Å) of the 6 atoms listed first:
0.31 -2.09 -1.27
1.53 -0.26 -0.81
-0.67 -0.22 0.34
-0.93 0.08 -0.22
0.21 -0.15 0.29
-0.21 0.03 -0.30



Record 2
A 2-piece molecular cluster, C2H3NOPS overall in a non-equilibrium geometry, computed with ωB97M-V with the def2-TZVPD basis set.

Output
- LUMO energy (spin up / spin down) (eV) = -7.8 / -7.8
- total charge = +1
- HOMO energy (spin up / spin down) (eV) = -13.4632 / -13.4625

Each line ends with the natural charge from an NBO analysis.
Element x y z (Å)
C: -0.889959 0.394380 1.232163  0.125
C: 0.390148 0.760912 0.680147  -0.710
N: -1.743702 0.004754 1.927610  0.232
O: -2.717213 -0.295840 2.541754  -0.324
P: -1.911752 1.087236 -1.719108  0.832
S: -3.716456 1.029124 -2.143438  0.070
H: 0.280236 1.693586 0.295140  0.232
H: 0.624052 -0.136007 -0.024984  0.256
H: 1.340173 0.794212 1.277891  0.287

Cartesian forces (eV/Å) of the 6 atoms listed first:
-0.75 -0.36 1.19
2.19 -4.29 0.06
0.04 0.58 -0.54
0.02 -0.25 0.10
-1.79 -0.17 -0.10
1.73 0.04 0.45